Density functional theory data (wB97M-V/def2-TZVPD) for an isolated ion of composition C4H8N4 and charge +2 at a distorted geometry.

```
! RIJCOSX wB97M-V def2-TZVPD def2/J DEFGRID3
* xyz 2 1
N -0.39873 1.72593 -0.78136
N -0.39216 -0.30316 0.20298
N 1.61091 0.95953 -0.07068
N -1.57378 -0.15128 -0.21231
C -2.68103 -0.90200 0.10137
C -1.48158 1.31525 -1.21288
C 2.62890 0.01997 0.24759
C 0.32154 0.83744 -0.12839
H 3.51073 0.09199 -0.42557
H -2.56377 -1.10357 1.17433
H 3.10780 0.11389 1.27300
H -2.86983 -1.85438 -0.41822
H 1.92392 1.85753 -0.40927
H 2.45445 -1.14683 0.28130
H -0.00697 -1.17717 0.66997
H -3.59040 -0.28314 -0.29184
*
```

The lowest unoccupied orbital energy (alpha / beta) comes out at -0.4726 / -0.4792 Eh. As for the SMILES: C/[NH+]=C1/N=C=[N+](C)N1. For the HOMO energy (alpha / beta), the calculation gives -20.2348 / -19.4440 eV. As for the gap between HOMO and LUMO (alpha / beta): 7.374 / 6.405 eV.

Density functional theory data (wB97M-V/def2-TZVPD) for the molecule C2HNO3 at a distorted geometry.

```
! RIJCOSX wB97M-V def2-TZVPD def2/J DEFGRID3
* xyz 0 1
O 2.04962 -0.46882 0.07611
O -2.58791 0.23674 0.06341
O 0.22190 -1.71620 -0.00109
N -1.13065 -1.59214 -0.02891
C 0.86859 -0.54370 0.02417
C -1.74893 -0.55549 0.02735
H 0.17517 0.32956 -0.01096
*
```

The lowest unoccupied orbital energy comes out at 0.0020 Eh. As for the SMILES: O=C=NOC=O. For the HOMO energy, the calculation gives -10.8606 eV. As for the gap between HOMO and LUMO: 10.916 eV.

Density functional theory data (wB97M-V/def2-TZVPD) for a 4-piece molecular cluster, C36H70N6O overall at a distorted geometry.

```
! RIJCOSX wB97M-V def2-TZVPD def2/J DEFGRID3
* xyz 0 1
O 0.57344 1.13843 -1.37211
N -2.33633 1.99256 3.55554
N 4.51271 -2.04839 7.72980
N -6.59515 1.19827 -5.55174
N -6.35258 -0.12514 1.20829
N 3.38450 -3.34893 -3.80423
N -3.63743 2.81675 0.92643
C -7.07270 0.60253 -6.79366
C -2.02076 3.96261 -1.27578
C -6.35001 -0.64265 -7.31075
C -2.46037 2.79217 -2.25249
C 1.23312 0.83333 3.62564
C -2.26983 2.93816 1.18379
C 3.44201 -4.22065 -4.96879
C 1.77196 1.79671 -1.85902
C 4.85569 -0.75677 7.15275
C -1.90042 1.35544 -1.90433
C 0.02277 3.70596 0.30899
C -6.52252 1.05327 -3.07312
C -4.32583 2.33030 2.00302
C 4.31706 -5.45153 -4.76973
C 5.57245 -2.09886 -4.24107
C 4.79200 -1.38822 10.18588
C 0.94741 -0.23858 4.78038
C -4.05399 1.05803 -5.63769
C 4.66263 -2.88044 -3.28907
C 5.19617 -0.82003 5.66962
C -0.40696 1.12766 -2.42747
C 2.46237 -1.28068 -4.99506
C -5.88197 2.18354 1.90131
C -3.66475 1.93543 3.27748
C 2.33883 -2.33686 -3.89498
C 3.92068 -1.94504 9.05844
C 0.54413 2.24637 3.96162
C -6.37911 1.11628 0.85418
C 0.67736 3.29103 1.60712
C -0.16943 2.71211 2.62276
C -1.66432 2.53033 2.46905
C 5.49872 -3.10673 7.56657
C -1.39962 3.52029 0.08295
C -5.32814 1.90080 -5.62820
C -6.75096 0.33280 -4.39468
C 6.90587 -2.86223 8.11863
H 0.10763 -0.93798 4.49207
H -2.03806 3.05522 -3.27298
H 1.77592 3.44740 1.74203
H 7.60307 -3.58215 7.68167
H 4.00276 -6.02137 -3.89252
H 5.22325 -3.74767 -2.92620
H 1.84053 -0.87130 5.02815
H -6.27552 3.19935 1.58716
H -0.38609 0.07828 -2.86859
H -5.48556 1.37794 -2.96166
H -0.19257 2.12183 4.79392
H 3.78301 -3.68451 -5.86488
H 0.67874 4.15496 -0.47218
H 5.24647 -1.06438 -4.35362
H -3.19692 1.69312 -5.39588
H -7.07074 1.36351 -7.58125
H -3.57310 2.71132 -2.40903
H 2.24426 -1.82959 -2.92865
H 5.59122 -3.32558 6.49808
H 5.34774 0.19012 5.28167
H -4.33278 1.54922 4.09809
H 2.34107 1.14911 -2.58599
H 3.22426 -0.53824 -4.75600
H -3.85819 0.62381 -6.61862
H 6.94589 -3.00108 9.19935
H -6.94393 -1.11060 -8.10042
H 3.54010 -2.92678 9.35951
H -7.77362 -0.05732 -4.38115
H 1.33475 3.01622 4.17282
H 1.53116 2.77109 -2.38621
H -6.80231 1.35697 -0.17101
H 5.68717 -0.27757 7.68718
H -6.74292 0.38280 -2.23892
H -6.34560 1.95956 2.90341
H -1.36530 4.72441 -1.79409
H -5.26751 2.58760 -4.77770
H 4.38704 -1.28066 5.09808
H 2.35072 0.92802 3.54722
H -8.12994 0.34707 -6.65799
H -5.32430 2.55869 -6.50387
H -0.15522 1.80997 -3.29364
H 3.02775 -1.31417 8.97926
H -5.38258 -0.39559 -7.74822
H -7.17415 1.92601 -2.98266
H 2.69443 -1.71917 -5.96725
H 1.38197 -2.85423 -4.03041
H 5.53070 -2.11571 10.52225
H 2.43070 -4.57902 -5.18579
H -4.08008 0.25195 -4.90123
H 5.63225 -2.55233 -5.23266
H -2.96536 4.53412 -1.01402
H 2.46499 2.07541 -1.00957
H 5.37117 -5.18971 -4.65677
H 3.99374 -0.08941 7.25470
H 6.58802 -2.06781 -3.83733
H -2.51913 0.62273 -2.51223
H 4.49296 -2.27600 -2.39169
H 6.11609 -1.37850 5.48447
H -2.03157 1.04333 -0.83471
H 4.23782 -6.10576 -5.64105
H 0.61756 0.30086 5.71139
H 0.81403 0.38540 2.68057
H -6.08570 -0.53986 -4.44073
H 1.51575 -0.74215 -5.09489
H 7.28206 -1.86426 7.88410
H 5.30972 -0.47126 9.89873
H 5.10980 -4.03515 7.99788
H -6.20033 -1.39177 -6.53122
H -5.95398 -0.12791 2.16515
H 4.16621 -1.15021 11.05023
*
```

The lowest unoccupied orbital energy comes out at -0.0188 Eh. As for the SMILES: [H]/N=C\Cc1cnc2c(CCC)ccc(CCCCOC)c2n1.CCN(CC)CC.CCN(CC)CC.CCN(CC)CC. For the HOMO energy, the calculation gives -8.1069 eV. As for the gap between HOMO and LUMO: 7.595 eV.

Density functional theory data (wB97M-V/def2-TZVPD) for the molecule C23H28N4O3 at a distorted geometry.

```
! RIJCOSX wB97M-V def2-TZVPD def2/J DEFGRID3
* xyz 0 1
O -1.89995 -0.40468 0.48406
O 0.43701 -2.15334 1.52615
O -3.17641 1.90678 -0.95391
N 2.05590 -2.46434 -0.00559
N 5.14528 -0.99912 0.29076
N -0.62031 1.32938 0.85407
N -0.10434 0.64114 -0.18886
C 3.83629 -0.85484 0.45261
C -0.29482 -2.75834 -0.65919
C -1.67904 0.69667 1.23492
C -4.54240 0.93031 0.68599
C 6.59019 3.24941 0.37091
C 3.08720 -2.06825 0.93771
C 3.92396 1.41271 -0.27181
C -2.62944 1.06672 2.30453
C -0.68558 -1.45767 -1.38332
C 6.15988 2.43283 -0.84934
C -4.15636 1.00208 -0.66217
C 5.30038 1.27914 -0.42628
C -3.85551 1.78982 1.70890
C -0.87515 -0.37698 -0.38564
C -2.75130 2.05040 -2.28474
C 3.17632 0.33730 0.17146
C -5.52159 0.02519 1.05442
C 2.50880 -2.84489 -1.32334
C -5.74048 -0.72388 -1.20313
C 0.76690 -2.44378 0.38934
C -4.76220 0.17408 -1.59820
C -6.12455 -0.80204 0.12098
C 5.84915 0.03780 -0.12772
H 2.58150 -1.84870 1.88193
H -4.54475 2.02453 2.52147
H 7.15764 2.62802 1.06019
H -6.88650 -1.50210 0.42783
H -5.81661 -0.03094 2.09251
H 7.21134 4.08880 0.06698
H -1.61327 -1.61364 -1.93908
H -3.56583 2.39209 -2.93217
H 5.60264 3.07517 -1.53460
H -2.33552 1.11799 -2.68182
H 3.59173 -2.74538 -1.35086
H 2.09034 -2.20057 -2.09831
H 5.71811 3.63344 0.89531
H 6.91251 -0.13906 -0.23683
H 0.09793 -1.13596 -2.06976
H -4.47800 0.21887 -2.63837
H -1.16599 -3.13307 -0.11852
H -1.96551 2.80366 -2.25772
H 3.79584 -2.88900 1.08583
H 2.25346 -3.88428 -1.54578
H -2.95204 0.15612 2.81232
H -3.52142 2.71714 1.24313
H -2.11818 1.72179 3.00864
H 7.04705 2.06300 -1.36775
H -6.20008 -1.36314 -1.94259
H 0.03047 -3.50851 -1.37694
H 2.10665 0.42031 0.28871
H 3.43900 2.35188 -0.49653
*
```

The lowest unoccupied orbital energy comes out at 0.0234 Eh. As for the SMILES: CCc1ccc(CN(C)C(=O)CCc2nnc(CCc3ccccc3OC)o2)nc1. For the HOMO energy, the calculation gives -8.5307 eV. As for the gap between HOMO and LUMO: 9.169 eV.

The records above give, respectively, total energy values of -375.317421, -357.202412, -1817.291182, -1337.987629 Ha.